The following is a quantum chemistry calculation of a structure of composition C45H97B6F24N13O3Sn, from the Open Molecules 2025 dataset.

Last column: Löwdin charge in e.
Cartesian coordinates (Å):
Sn (-0.369, -0.204, -0.399)  2.044
C (-0.128, 3.465, -9.839)  -0.065
C (-0.830, 4.293, -8.789)  -0.164
N (-1.135, 3.389, -7.694)  -0.072
C (-0.263, 2.856, -6.760)  0.009
C (-0.983, 2.032, -5.882)  0.027
N (-2.309, 2.102, -6.258)  -0.086
C (-2.420, 3.013, -7.316)  0.063
C (-3.392, 1.359, -5.631)  0.021
H (0.527, 4.101, -10.435)  0.087
H (-0.812, 3.033, -10.570)  0.088
H (0.566, 2.711, -9.468)  0.082
H (-1.743, 4.712, -9.213)  0.134
H (-0.205, 5.089, -8.384)  0.134
H (0.743, 3.247, -6.752)  0.136
H (-0.725, 1.409, -5.039)  0.128
H (-3.322, 3.359, -7.797)  0.158
H (-3.326, 0.362, -6.067)  0.114
H (-4.325, 1.740, -6.047)  0.097
H (-3.410, 1.423, -4.543)  0.097
C (-2.881, -4.656, 2.068)  -0.031
C (-3.316, -3.210, 2.341)  -0.150
N (-4.788, -3.041, 2.149)  0.005
C (-5.848, -3.230, 3.080)  0.020
C (-7.056, -2.861, 2.553)  -0.001
N (-6.768, -2.527, 1.267)  -0.114
C (-5.412, -2.602, 1.011)  0.055
C (-7.675, -2.073, 0.261)  -0.009
H (-3.134, -5.293, 2.915)  0.080
H (-1.792, -4.685, 2.022)  0.060
H (-3.308, -5.025, 1.135)  0.095
H (-2.880, -2.563, 1.579)  0.098
H (-2.941, -2.715, 3.237)  0.117
H (-5.538, -3.469, 4.086)  0.135
H (-8.073, -2.812, 2.914)  0.145
H (-4.955, -2.370, 0.060)  0.142
H (-8.049, -1.056, 0.383)  0.089
H (-8.492, -2.791, 0.326)  0.112
H (-7.295, -2.116, -0.760)  0.105
C (-0.471, -2.264, 5.039)  -0.045
C (0.985, -1.742, 4.964)  -0.122
N (1.309, -0.588, 5.870)  0.002
C (2.142, -0.695, 7.001)  0.023
C (2.215, 0.624, 7.617)  0.031
N (1.369, 1.458, 6.879)  -0.097
C (0.857, 0.715, 5.873)  0.008
C (0.908, 2.797, 7.238)  0.029
H (-1.194, -1.452, 4.954)  0.069
H (-0.675, -3.049, 5.767)  0.084
H (-0.659, -2.964, 4.226)  0.063
H (1.055, -1.332, 3.956)  0.111
H (1.718, -2.534, 5.116)  0.106
H (2.696, -1.594, 7.227)  0.117
H (2.820, 0.996, 8.430)  0.128
H (0.098, 1.076, 5.195)  0.143
H (1.716, 3.226, 7.830)  0.106
H (0.069, 2.691, 7.926)  0.114
H (0.682, 3.435, 6.383)  0.079
C (-5.361, 2.753, 1.205)  -0.046
C (-5.438, 1.315, 0.606)  -0.115
N (-6.534, 1.358, -0.421)  -0.029
C (-6.455, 0.789, -1.668)  -0.026
C (-7.625, 0.916, -2.393)  0.022
N (-8.389, 1.806, -1.635)  -0.090
C (-7.747, 2.064, -0.417)  0.046
C (-9.711, 2.369, -2.025)  0.026
H (-5.247, 3.622, 0.557)  0.093
H (-4.494, 2.621, 1.852)  0.064
H (-6.242, 2.926, 1.824)  0.074
H (-5.773, 0.601, 1.359)  0.121
H (-4.517, 0.942, 0.158)  0.101
H (-5.549, 0.294, -1.986)  0.114
H (-7.996, 0.577, -3.349)  0.140
H (-8.092, 2.655, 0.419)  0.153
H (-9.613, 3.371, -2.443)  0.106
H (-10.348, 2.406, -1.141)  0.101
H (-10.186, 1.677, -2.720)  0.103
C (3.266, -8.786, -1.469)  -0.075
C (1.969, -8.397, -2.179)  -0.141
N (2.013, -6.935, -2.567)  -0.021
C (2.276, -5.830, -1.720)  -0.015
C (2.242, -4.686, -2.435)  0.018
N (1.853, -5.002, -3.763)  -0.060
C (1.737, -6.412, -3.831)  0.070
C (1.837, -4.124, -4.914)  -0.002
H (3.268, -9.809, -1.095)  0.094
H (3.379, -8.125, -0.610)  0.057
H (4.138, -8.555, -2.081)  0.088
H (1.101, -8.714, -1.602)  0.131
H (2.019, -9.021, -3.072)  0.122
H (2.458, -6.164, -0.709)  0.124
H (2.571, -3.681, -2.219)  0.131
H (1.692, -6.991, -4.742)  0.157
H (0.880, -3.632, -5.087)  0.111
H (2.219, -4.735, -5.731)  0.100
H (2.631, -3.377, -4.913)  0.093
C (6.680, 1.170, -2.160)  0.003
N (5.827, 2.392, -2.006)  -0.333
C (6.345, 3.115, -0.785)  0.019
C (6.218, 3.320, -3.158)  0.023
C (4.370, 1.967, -1.972)  -0.081
C (3.277, 2.973, -1.607)  -0.269
O (3.224, 4.019, -2.474)  -0.021
H (6.306, 0.720, -3.079)  0.115
H (6.584, 0.525, -1.286)  0.108
H (7.738, 1.426, -2.220)  0.115
H (6.278, 2.408, 0.042)  0.105
H (5.711, 3.995, -0.681)  0.112
H (7.378, 3.441, -0.904)  0.112
H (5.585, 4.206, -3.197)  0.104
H (6.001, 2.741, -4.056)  0.110
H (7.282, 3.552, -3.123)  0.111
H (4.279, 1.297, -1.117)  0.120
H (4.146, 1.341, -2.835)  0.134
H (3.397, 3.314, -0.579)  0.110
H (2.387, 2.346, -1.637)  0.114
H (3.071, 3.624, -3.336)  0.106
C (0.331, 4.036, 3.271)  0.045
N (-0.639, 4.976, 2.529)  -0.297
C (-2.076, 4.481, 2.699)  -0.014
C (-0.674, 6.350, 3.208)  0.036
C (-0.353, 4.986, 1.024)  -0.055
C (1.077, 5.350, 0.539)  -0.205
O (1.573, 6.586, 1.058)  -0.040
H (1.333, 4.397, 3.035)  0.107
H (0.212, 3.023, 2.886)  0.093
H (0.262, 4.078, 4.358)  0.084
H (-2.512, 4.603, 3.691)  0.109
H (-2.228, 3.471, 2.319)  0.076
H (-2.810, 5.036, 2.114)  0.109
H (-1.254, 6.311, 4.130)  0.105
H (-1.155, 7.028, 2.503)  0.116
H (0.405, 6.498, 3.268)  0.098
H (-1.011, 5.688, 0.511)  0.144
H (-0.732, 4.006, 0.736)  0.120
H (1.143, 5.315, -0.548)  0.127
H (1.744, 4.502, 0.695)  0.093
H (2.531, 6.593, 0.996)  0.099
C (4.434, -3.062, 1.250)  0.030
N (4.817, -3.070, 2.745)  -0.314
C (3.564, -3.725, 3.437)  0.056
C (6.087, -3.852, 2.827)  0.007
C (5.132, -1.667, 3.280)  -0.091
C (5.689, -1.427, 4.690)  -0.182
O (4.727, -1.752, 5.704)  -0.069
H (5.009, -2.234, 0.833)  0.102
H (3.390, -2.750, 1.210)  0.080
H (4.656, -3.964, 0.680)  0.115
H (3.356, -4.708, 3.014)  0.116
H (2.698, -3.166, 3.083)  0.072
H (3.758, -3.726, 4.509)  0.097
H (6.293, -3.975, 3.890)  0.110
H (6.790, -3.308, 2.197)  0.121
H (5.886, -4.854, 2.446)  0.111
H (4.182, -1.169, 3.085)  0.129
H (5.756, -1.157, 2.546)  0.135
H (5.911, -0.360, 4.722)  0.138
H (6.606, -2.015, 4.734)  0.117
H (5.014, -1.224, 6.453)  0.090
B (-1.854, 0.346, 2.709)  -1.452
F (-1.705, 0.675, 4.039)  0.140
F (-0.894, -0.611, 2.437)  0.091
F (-3.113, -0.212, 2.487)  0.139
F (-1.561, 1.371, 1.867)  0.124
B (-3.402, -1.495, -2.007)  -1.482
F (-4.396, -1.393, -2.909)  0.180
F (-2.252, -1.113, -2.629)  0.127
F (-3.566, -0.795, -0.810)  0.089
F (-3.230, -2.808, -1.631)  0.142
B (2.581, 1.090, 1.519)  -1.455
F (3.871, 1.472, 1.223)  0.141
F (2.432, 1.192, 2.893)  0.129
F (1.724, 2.000, 0.894)  0.096
F (2.232, -0.112, 1.041)  0.140
B (-1.617, 2.528, -1.884)  -1.626
F (-0.298, 2.737, -1.486)  0.097
F (-2.267, 2.272, -0.784)  0.196
F (-2.088, 3.716, -2.269)  0.195
F (-1.586, 1.542, -2.825)  0.149
B (0.405, -3.695, 0.633)  -1.457
F (0.586, -3.654, 1.993)  0.144
F (0.402, -4.964, 0.237)  0.203
F (-0.801, -3.049, 0.256)  0.070
F (1.494, -3.064, 0.070)  0.118
B (1.997, -0.692, -3.126)  -1.447
F (2.442, -0.596, -1.801)  0.082
F (0.838, -1.355, -3.187)  0.175
F (1.787, 0.626, -3.577)  0.101
F (3.016, -1.287, -3.836)  0.137

Calculated values
* DFT total energy: -148864.62777 eV
* charge: +4
* gap between HOMO and LUMO: 8.652 eV